Here is a molecular structure, C17H25CuN5O11P2 from the Open Molecules 2025 dataset. Energies are from wB97M-V/def2-TZVPD.

CARTESIAN COORDINATES (ANGSTROEM)
Cu: -0.077 -0.187 0.150
C: 1.382 -0.735 5.030
C: 0.683 -0.283 3.765
O: -0.064 0.905 4.027
P: 1.823 0.034 2.369
O: 2.410 -1.367 1.984
O: 3.060 0.893 2.850
O: 1.025 0.793 1.343
P: -0.487 -1.534 3.034
O: -1.546 -1.859 4.188
O: 0.265 -2.781 2.678
O: -1.171 -0.799 1.901
H: 2.049 0.052 5.384
H: 1.961 -1.639 4.843
H: 0.641 -0.943 5.802
H: -0.462 1.189 3.192
H: 1.739 -2.103 2.150
H: 3.528 1.211 2.047
H: -2.212 -1.159 4.249
N: -0.875 1.790 -0.521
C: -0.588 2.456 -1.424
N: -0.246 3.201 -2.451
C: -0.801 2.984 -3.788
C: -1.257 4.321 -4.340
O: -0.200 5.268 -4.308
C: 0.247 5.507 -2.982
C: 0.786 4.236 -2.356
H: -1.631 2.284 -3.727
H: -0.028 2.565 -4.436
H: -2.109 4.690 -3.756
H: -1.558 4.216 -5.381
H: -0.578 5.897 -2.374
H: 1.031 6.259 -3.042
H: 1.046 4.393 -1.312
H: 1.676 3.908 -2.899
O: 0.614 -2.549 -2.259
C: 1.580 -1.941 -1.837
N: 1.578 -0.853 -0.970
C: 2.883 -0.407 -0.840
O: 3.281 0.574 -0.227
C: 3.796 -1.323 -1.606
C: 5.167 -1.342 -1.738
C: 5.721 -2.356 -2.519
C: 4.913 -3.307 -3.137
C: 3.526 -3.271 -2.993
C: 2.999 -2.262 -2.216
H: 5.790 -0.603 -1.248
H: 6.795 -2.409 -2.646
H: 5.371 -4.087 -3.734
H: 2.884 -4.008 -3.462
C: -1.553 -4.572 -0.248
N: -1.229 -3.164 -0.163
C: -1.684 -2.240 -1.000
N: -2.556 -2.648 -1.968
O: -1.396 -1.014 -0.950
H: -1.111 -5.066 0.613
H: -1.138 -5.026 -1.152
H: -2.632 -4.732 -0.227
H: -0.623 -2.877 0.590
H: -2.455 -3.583 -2.325
H: -2.711 -1.944 -2.668

For the energy above the lowest of the compared OMol25 structures with the same formula, charge and spin, the calculation gives 0.494 eV. The HOMO-LUMO gap (spin up / spin down) is 9.588 / 8.825 eV. The electronic energy is -111233.07699 eV. The multiplicity is 2. The value obtained for the HOMO energy (spin up / spin down) is -0.3325 / -0.3303 hartree. The expectation value of S² is 0.752.

***

Here is a molecular structure, C17H25FO3PdS3 at a distorted geometry from the Open Molecules 2025 dataset. Energies are from wB97M-V/def2-TZVPD.

CARTESIAN COORDINATES (ANGSTROEM)
Pd: -0.605 0.005 0.202
C: 0.200 4.962 -1.406
C: -0.692 4.663 -0.205
S: -0.996 2.879 0.040
C: -0.124 2.612 1.617
C: 1.341 2.987 1.655
S: 2.529 1.961 0.770
C: 2.067 2.101 -0.962
C: 2.535 3.347 -1.704
S: 1.988 4.970 -1.112
H: -0.013 5.964 -1.785
H: -0.011 4.256 -2.213
H: -1.668 5.126 -0.386
H: -0.283 5.113 0.702
H: -0.314 1.561 1.850
H: -0.629 3.191 2.400
H: 1.683 2.897 2.691
H: 1.488 4.027 1.356
H: 0.992 1.938 -1.056
H: 2.541 1.228 -1.422
H: 2.264 3.260 -2.761
H: 3.623 3.431 -1.650
C: -1.013 -3.252 1.991
C: 0.182 -2.457 2.524
C: 1.063 -3.327 3.409
O: 0.986 -2.028 1.439
C: -0.400 -1.235 3.297
O: -0.461 -1.297 4.539
O: -0.830 -0.282 2.583
H: -0.659 -4.142 1.463
H: -1.573 -2.631 1.287
H: -1.677 -3.553 2.808
H: 1.144 -4.333 2.986
H: 0.655 -3.377 4.417
H: 2.063 -2.892 3.458
H: 0.392 -1.373 0.954
F: -1.301 -5.781 -3.037
C: -1.282 -4.430 -2.753
C: -0.121 -3.710 -2.945
C: -0.108 -2.352 -2.654
C: -1.235 -1.662 -2.159
C: -1.215 -0.236 -1.859
C: -2.389 -2.457 -1.988
C: -2.418 -3.818 -2.272
H: 0.768 -4.215 -3.304
H: 0.817 -1.798 -2.771
H: -2.206 0.223 -1.864
H: -0.505 0.326 -2.472
H: -3.278 -1.985 -1.585
H: -3.315 -4.405 -2.112

For the energy above the lowest of the compared OMol25 structures with the same formula, charge and spin, the calculation gives 0.000 eV. The HOMO-LUMO gap is 3.563 eV. The electronic energy is -62879.62550 eV. The charge is -2. The multiplicity is 1. The value obtained for the HOMO energy is 0.0201 hartree.

***

Here is 3 unconnected molecules or ions with the total composition C17H25INO9PS at a distorted geometry from the Open Molecules 2025 dataset. Energies are from wB97M-V/def2-TZVPD.

CARTESIAN COORDINATES (ANGSTROEM)
C: -0.945 1.197 -0.837
C: -2.291 1.513 -1.495
P: -2.659 0.226 -2.737
C: -4.393 0.359 -3.338
C: -5.140 1.635 -2.933
C: -1.440 0.394 -4.143
N: -2.092 0.145 -5.462
C: -2.618 1.084 -6.018
S: -3.482 2.270 -6.566
O: -0.301 -0.425 -4.021
C: -0.348 -1.544 -3.195
O: 0.354 -1.582 -2.231
C: -1.180 -2.706 -3.660
C: -1.750 -3.626 -2.581
O: -2.029 -4.741 -2.876
I: -2.108 -3.028 -0.551
H: -0.158 1.049 -1.573
H: -1.003 0.273 -0.267
H: -0.641 1.981 -0.149
H: -2.282 2.534 -1.882
H: -3.066 1.410 -0.734
H: -4.935 -0.490 -2.919
H: -4.467 0.244 -4.420
H: -6.168 1.577 -3.298
H: -4.709 2.516 -3.411
H: -5.196 1.777 -1.856
H: -1.053 1.416 -4.166
H: -0.543 -3.350 -4.269
H: -1.983 -2.347 -4.305
C: 4.817 -1.215 0.745
C: 3.373 -1.005 0.362
C: 3.124 0.172 -0.548
O: 1.780 0.542 -0.216
C: 1.568 0.157 1.070
O: 0.637 0.476 1.737
O: 2.574 -0.643 1.502
H: 4.933 -2.136 1.316
H: 5.444 -1.282 -0.144
H: 5.172 -0.397 1.373
H: 2.954 -1.921 -0.062
H: 3.193 -0.084 -1.603
H: 3.782 1.018 -0.335
C: 1.504 0.066 4.639
C: 2.322 0.420 5.856
C: 1.839 -0.193 7.150
O: 2.285 0.759 8.124
C: 2.358 1.967 7.507
O: 2.509 3.002 8.069
O: 2.232 1.824 6.166
H: 1.968 0.455 3.742
H: 1.415 -1.016 4.538
H: 0.508 0.504 4.700
H: 3.377 0.184 5.687
H: 2.270 -1.171 7.350
H: 0.749 -0.260 7.201

The HOMO-LUMO gap is 8.224 eV. The electronic energy is -66175.82295 eV. The multiplicity is 1. The SMILES is CCP(CC)[C@H](N=C=S)OC(=O)CC(=O)I.C[C@@H]1COC(=O)O1.C[C@@H]1COC(=O)O1. The value obtained for the HOMO energy is -0.3034 hartree.

***

Here is C17H25N3O3S in the gas phase at a distorted geometry from the Open Molecules 2025 dataset. Energies are from wB97M-V/def2-TZVPD.

CARTESIAN COORDINATES (ANGSTROEM)
C: 5.113 1.775 -1.260
N: 4.395 1.211 -0.140
C: 3.628 2.215 0.577
C: 2.997 1.587 1.818
N: 2.154 0.472 1.433
C: 0.817 0.560 1.608
O: 0.311 1.518 2.167
C: -0.029 -0.616 1.136
C: 0.006 -1.740 2.180
C: -0.907 -2.882 1.738
C: -2.326 -2.357 1.530
N: -2.357 -1.253 0.594
S: -2.274 -1.673 -1.028
O: -0.932 -1.612 -1.551
O: -2.994 -2.902 -1.191
C: -3.225 -0.332 -1.734
C: -2.635 0.565 -2.601
C: -3.395 1.600 -3.123
C: -4.729 1.721 -2.771
C: -5.312 0.811 -1.902
C: -4.555 -0.223 -1.378
C: -1.481 -0.159 0.948
C: 2.898 -0.522 0.696
C: 3.527 0.120 -0.543
H: 5.708 0.993 -1.731
H: 5.784 2.552 -0.897
H: 4.446 2.213 -2.019
H: 4.303 3.018 0.879
H: 2.832 2.647 -0.055
H: 2.377 2.312 2.345
H: 3.786 1.220 2.481
H: 0.317 -0.992 0.171
H: 1.027 -2.102 2.316
H: -0.340 -1.341 3.138
H: -0.548 -3.295 0.793
H: -0.912 -3.676 2.486
H: -2.971 -3.134 1.116
H: -2.747 -2.003 2.477
H: -1.595 0.435 -2.856
H: -2.947 2.310 -3.802
H: -5.321 2.528 -3.179
H: -6.353 0.909 -1.634
H: -4.974 -0.952 -0.703
H: -1.543 0.582 0.148
H: -1.845 0.301 1.871
H: 2.269 -1.356 0.398
H: 3.701 -0.895 1.343
H: 4.125 -0.624 -1.072
H: 2.721 0.465 -1.218

For the energy above the lowest of the compared OMol25 structures with the same formula, charge and spin, the calculation gives 1.227 eV. The HOMO-LUMO gap is 9.543 eV. The electronic energy is -39482.97680 eV. The multiplicity is 1. The SMILES is CN1CCN(C(=O)[C@H]2CCCN(S(=O)(=O)c3ccccc3)C2)CC1. The value obtained for the HOMO energy is -0.3245 hartree.

***

> What is the electronic energy in the second record?

-62879.62550 eV